# 1
C3H6N2O2 | ωB97M-V with the def2-TZVPD basis set

Structure (ORCA input):
```
! RIJCOSX wB97M-V def2-TZVPD def2/J DEFGRID3
* xyz 0 3
C 0.6591 -1.2624 -0.5671
C -0.2336 0.3552 0.8188
C -1.6670 -0.0912 0.8035
N 0.4494 -0.0696 -0.4108
N -2.4185 0.6516 -0.1578
O -2.7807 0.0397 -1.1199
O 1.1638 1.0870 -1.1441
H 1.2242 -1.5402 -1.4713
H -0.1812 1.3981 0.8974
H 0.3312 -0.0202 1.6384
H -1.6452 -1.1747 0.7475
H -1.9042 0.3171 1.9364
H 1.7697 0.8058 -1.8420
*
```

As for the orbital gap (spin up / spin down): 8.967 / 7.867 eV. The energy comes out at -377.6152 Eh. As for the HOMO energy (spin up / spin down): -8.3 / -8.9 eV. The calculation puts the LUMO energy (spin up / spin down) at 0.68 / -0.99 eV. The value obtained for the relative energy (zero: lowest compared OMol25 entry of this formula, charge and spin) is 99.03 kcal per mole.

---

# 2
C3H6N2O2S | ωB97M-V with the def2-TZVPD basis set

Structure (ORCA input):
```
! RIJCOSX wB97M-V def2-TZVPD def2/J DEFGRID3
* xyz 0 1
C 0.4494 0.5890 0.3225
C 1.8488 0.6647 -0.3371
C -1.2251 -1.2239 -0.7511
H -2.0208 1.9719 1.8066
H -2.0473 0.4153 1.0809
H 2.6361 0.5781 0.3839
H 1.9796 1.7671 -0.5809
H 1.3681 -0.0948 -2.1570
H -2.4238 -1.8326 -0.8174
N -1.4115 1.1700 1.6788
N -0.2890 1.4147 0.8971
O 2.1476 -0.0488 -1.4471
O -1.0516 -0.4378 -1.7379
S -0.1747 -1.0740 0.7704
*
```

As for the orbital gap: 9.678 eV. The energy comes out at -775.9414 Eh. As for the HOMO energy: -9.6 eV. The calculation puts the LUMO energy at 0.05 eV. The value obtained for the relative energy (zero: lowest compared OMol25 entry of this formula, charge and spin) is 124.72 kcal per mole.

---

# 3
C3H6N2O2S | ωB97M-V with the def2-TZVPD basis set

Structure (ORCA input):
```
! RIJCOSX wB97M-V def2-TZVPD def2/J DEFGRID3
* xyz 0 1
C 2.4080 0.5217 -0.3906
S 0.7644 0.8371 -1.0510
C -0.1885 -0.1085 0.1024
N 0.4294 -0.7469 1.0589
O -0.5113 -1.4197 1.8373
N -1.5586 -0.1244 -0.0487
C -2.3239 0.4898 -1.0087
O -3.5307 0.4226 -1.0550
H 2.6569 -0.5012 -0.4743
H 2.5296 0.9227 0.6271
H 3.1433 1.0667 -1.0222
H 0.0102 -1.8269 2.5296
H -2.0799 -0.6719 0.6330
H -1.7487 1.1389 -1.7376
*
```

As for the orbital gap: 9.517 eV. The energy comes out at -776.0460 Eh. As for the SMILES: CS/C(=N/O)NC=O. As for the HOMO energy: -8.9 eV. The calculation puts the LUMO energy at 0.64 eV. The value obtained for the relative energy (zero: lowest compared OMol25 entry of this formula, charge and spin) is 59.06 kcal per mole.

---

# 4
C3H6N2O3S2 | ωB97M-V with the def2-TZVPD basis set

Structure (ORCA input):
```
! RIJCOSX wB97M-V def2-TZVPD def2/J DEFGRID3
* xyz 0 1
C -0.2715 -1.3563 0.8409
C -0.0359 -0.0174 0.1034
C 1.0753 0.7263 0.5791
N -0.0238 -0.5149 -1.8683
N -1.3900 -2.0544 0.5472
O 0.4889 -1.6246 1.7361
O -0.8411 2.0470 -1.4740
O -2.3577 0.1932 -1.1886
S 0.1910 1.9715 1.6434
S -1.0146 0.6274 -1.2734
H 1.6043 1.3733 -0.2996
H 1.7549 0.3328 1.3250
H 0.8056 -0.1848 -2.2747
H -1.6133 -2.1597 -0.4230
H -1.6468 -2.8535 1.1487
H 0.0380 2.8960 0.5654
*
```

As for the orbital gap: 8.590 eV. The energy comes out at -1249.4114 Eh. As for the HOMO energy: -9.7 eV. The calculation puts the LUMO energy at -1.13 eV. The value obtained for the relative energy (zero: lowest compared OMol25 entry of this formula, charge and spin) is 33.58 kcal per mole.

---

# 5
C3H6N2OS | ωB97M-V with the def2-TZVPD basis set

Structure (ORCA input):
```
! RIJCOSX wB97M-V def2-TZVPD def2/J DEFGRID3
* xyz 0 1
H -0.9817 -2.1618 -0.4903
N -1.7107 -1.5411 -0.2021
C -1.1869 -0.3516 -0.0120
C -2.1460 0.7222 0.1782
N 0.1939 -0.0674 0.0812
S 0.8013 1.5357 -0.1744
C 1.0403 -1.1862 0.1233
O 2.2612 -1.1338 0.0233
H -2.0734 1.4178 -0.7237
H -3.1595 0.2905 0.2504
H -1.8563 1.2899 1.0170
H 1.0101 1.8164 1.1362
H 0.5230 -2.0003 0.5233
*
```

As for the orbital gap: 10.323 eV. The energy comes out at -700.8124 Eh. As for the SMILES: [H]/N=C(/C)N(S)C=O. As for the HOMO energy: -9.9 eV. The calculation puts the LUMO energy at 0.40 eV. The value obtained for the relative energy (zero: lowest compared OMol25 entry of this formula, charge and spin) is 48.23 kcal per mole.

---

# 6
C3H6N2OS | ωB97M-V with the def2-TZVPD basis set

Structure (ORCA input):
```
! RIJCOSX wB97M-V def2-TZVPD def2/J DEFGRID3
* xyz 0 1
H -1.2954 -1.0135 -1.3406
N -2.0695 -0.2366 -1.1383
C -1.5590 0.9313 -1.0056
N -0.2956 1.3897 -0.3509
C 0.4865 0.3901 0.1870
S 2.1953 0.3166 0.3800
C -0.3100 -0.8049 0.9961
O -0.7013 -1.9441 0.3388
H -2.4279 1.8585 -1.0339
H 0.0763 2.3429 -0.5329
H -1.3638 -0.5342 1.4614
H 0.3028 -0.8957 1.9186
H 0.0444 -2.4418 0.0962
*
```

As for the orbital gap: 8.356 eV. The energy comes out at -700.7434 Eh. As for the SMILES: [H]/N=C\NC(=S)CO. As for the HOMO energy: -8.9 eV. The calculation puts the LUMO energy at -0.53 eV. The value obtained for the relative energy (zero: lowest compared OMol25 entry of this formula, charge and spin) is 91.49 kcal per mole.

---

# 7
C3H6N2OS | ωB97M-V with the def2-TZVPD basis set

Structure (ORCA input):
```
! RIJCOSX wB97M-V def2-TZVPD def2/J DEFGRID3
* xyz 0 1
C 2.7042 -0.1089 -0.0019
N 1.6427 -0.8642 0.0137
N 0.3948 -0.3713 0.0019
C -0.1604 0.8729 -0.0139
S 0.6511 2.3323 0.0064
O -1.4960 0.9027 -0.0166
C -2.2932 -0.2652 0.0114
H 2.7019 1.0372 0.0317
H 3.6498 -0.7077 -0.0434
H -0.1969 -1.1729 -0.0620
H -2.1298 -0.8405 -0.8824
H -3.3445 0.0381 0.0280
H -2.1238 -0.8525 0.9270
*
```

As for the orbital gap: 9.168 eV. The energy comes out at -700.7742 Eh. As for the SMILES: C=NNC(=S)OC. As for the HOMO energy: -8.5 eV. The calculation puts the LUMO energy at 0.63 eV. The value obtained for the relative energy (zero: lowest compared OMol25 entry of this formula, charge and spin) is 72.15 kcal per mole.

---

# 8
C3H6N2OS | ωB97M-V with the def2-TZVPD basis set

Structure (ORCA input):
```
! RIJCOSX wB97M-V def2-TZVPD def2/J DEFGRID3
* xyz 0 1
C -1.1937 -0.6533 0.3047
C 2.0063 -0.1739 0.7353
C -1.8151 0.5622 -0.3696
N -0.2377 -1.3215 -0.1959
N 0.6625 -1.8869 -0.5857
O 1.2113 0.1501 1.5563
S 2.8028 0.8592 -0.5169
H -1.7350 -1.0715 0.9989
H 2.5337 -1.1250 0.6629
H -1.3078 1.1333 -1.1622
H -2.0673 1.3801 0.2828
H -2.6376 0.3181 -0.9660
H 1.7776 1.8290 -0.7448
*
```

As for the orbital gap: 9.119 eV. The energy comes out at -700.7340 Eh. As for the HOMO energy: -8.4 eV. The calculation puts the LUMO energy at 0.69 eV. The value obtained for the relative energy (zero: lowest compared OMol25 entry of this formula, charge and spin) is 97.42 kcal per mole.

---

# 9
C3H6N2OS | ωB97M-V with the def2-TZVPD basis set

Structure (ORCA input):
```
! RIJCOSX wB97M-V def2-TZVPD def2/J DEFGRID3
* xyz 0 1
H 1.8371 0.3344 0.5068
N 1.3303 -0.6250 0.5189
C 0.0916 -0.7239 0.5373
N -0.4916 -1.9393 0.4481
C -0.7695 0.5465 0.7422
S -1.7839 0.5876 1.9627
O -0.5220 1.5045 -0.0804
C 0.2482 1.2999 -1.3400
H 0.2523 -2.7152 0.6043
H -1.3634 -2.2139 0.8764
H 0.2715 0.2422 -1.7227
H -0.4097 1.8997 -2.0151
H 1.3091 1.8025 -1.0383
*
```

As for the orbital gap: 9.140 eV. The energy comes out at -700.7886 Eh. As for the SMILES: [H]/N=C(/N)C(=S)OC. As for the HOMO energy: -8.7 eV. The calculation puts the LUMO energy at 0.42 eV. The value obtained for the relative energy (zero: lowest compared OMol25 entry of this formula, charge and spin) is 63.16 kcal per mole.

---

# 10
C3H6N2OS | ωB97M-V with the def2-TZVPD basis set

Structure (ORCA input):
```
! RIJCOSX wB97M-V def2-TZVPD def2/J DEFGRID3
* xyz 0 3
C 0.1248 0.6123 0.9757
C 0.3888 -1.0779 1.3979
C -0.1371 -0.7370 -1.0206
N -0.3005 0.4902 -0.3140
N -0.4341 1.6447 -1.1499
O 0.4172 1.6386 1.5553
S -0.6529 -1.9843 0.2446
H 1.3756 -1.4800 1.1092
H 0.1440 -1.2930 2.4597
H -0.5248 -0.8869 -2.0461
H 0.9594 -1.0707 -1.1750
H 0.0564 2.4031 -0.7396
H -1.4168 1.7408 -1.2973
*
```

As for the orbital gap (spin up / spin down): 5.223 / 6.780 eV. The energy comes out at -700.6213 Eh. As for the HOMO energy (spin up / spin down): -4.4 / -9.4 eV. The calculation puts the LUMO energy (spin up / spin down) at 0.80 / -2.66 eV. The value obtained for the relative energy (zero: lowest compared OMol25 entry of this formula, charge and spin) is 54.16 kcal per mole.